15
Properties=species:S:1:pos:R:3:forces:R:3:nbo_charge:R:1 method="wB97M-V/def2-TZVPD" largest_force_ev_per_a=4.97 lumo_ev=0.0 total_energy_ev=-5337.611
C 0.222 1.968 1.398 -0.46 2.18 3.14 -0.54
C 0.088 1.404 0.017 -3.16 0.61 -1.74 -0.59
C 0.161 -0.099 0.097 4.29 1.43 1.26 -0.18
C -0.477 -0.995 -0.603 2.20 -2.17 -0.06 -0.19
C -0.059 -2.465 -0.984 0.77 2.45 -1.15 -0.65
H 1.388 3.286 1.207 -2.84 -3.21 1.03 0.18
H -1.278 2.705 1.911 3.96 -1.87 -1.15 0.20
H 0.525 0.842 2.420 -0.71 3.87 -3.04 0.25
H -0.848 1.854 -0.642 1.79 -1.19 2.01 0.22
H 0.886 1.715 -0.655 0.40 -0.11 0.36 0.23
H 1.178 -0.156 0.664 -1.55 -1.32 -1.08 0.18
H -1.348 -0.505 -0.867 -2.28 -0.14 -1.75 0.20
H -0.869 -3.036 -0.766 -1.96 -2.39 2.16 0.22
H -0.204 -2.706 -2.042 0.56 1.19 -0.65 0.22
H 0.958 -2.873 -0.779 -1.01 0.67 0.65 0.23

=====

59
Properties=species:S:1:pos:R:3:forces:R:3:nbo_charge:R:1 method="wB97M-V/def2-TZVPD" smiles="CC(=O)N1CCN2CCN(C(C)=O)c3c[n+](C(c4ccc(Cl)cc4)c4ccc(Cl)cc4)cc1c32" total_charge=+1 largest_force_ev_per_a=1.90 lumo_ev=-3.1 total_energy_ev=-62460.909
C -2.045 1.031 -4.427 -0.31 0.38 -0.10 -0.73
C -1.942 0.629 -2.975 -0.62 -0.42 0.76 0.71
O -2.673 0.984 -2.058 1.32 -0.10 -1.34 -0.56
N -0.885 -0.297 -2.791 -0.38 0.67 0.71 -0.47
C -0.610 -1.246 -3.861 0.70 0.19 -0.44 -0.22
C -0.600 -2.659 -3.354 -0.56 0.02 -0.39 -0.21
N 0.194 -2.769 -2.177 0.38 0.96 0.60 -0.41
C 0.485 -4.118 -1.842 -0.11 -0.64 0.29 -0.20
C 1.604 -4.197 -0.840 0.42 -0.46 -1.09 -0.23
N 1.445 -3.270 0.257 -0.29 0.47 0.95 -0.45
C 1.844 -3.746 1.519 -0.63 -0.09 0.67 0.71
C 2.801 -4.921 1.383 0.35 -0.30 0.60 -0.73
O 1.409 -3.308 2.577 0.88 -0.19 -1.44 -0.57
C 0.827 -2.013 0.037 -0.11 0.87 0.02 0.09
C 0.703 -0.995 0.996 -0.61 0.49 0.53 0.00
N 0.123 0.246 0.748 -1.05 -0.42 -1.53 -0.33
C -0.287 1.548 1.968 1.06 -0.36 0.46 0.07
C -1.577 2.379 1.992 -0.54 0.11 -0.39 -0.05
C -2.777 1.713 1.759 -0.26 -0.07 0.01 -0.19
C -4.027 2.310 1.929 0.19 0.49 -0.03 -0.21
C -4.120 3.666 2.287 0.97 -0.97 0.06 -0.02
Cl -5.650 4.370 2.623 -0.02 0.08 -0.17 0.06
C -2.940 4.390 2.496 -0.12 -0.29 0.05 -0.23
C -1.694 3.755 2.392 0.24 -0.17 0.00 -0.19
C 0.970 2.365 1.847 0.75 0.21 -0.27 -0.15
C 2.139 1.628 2.045 0.51 0.33 0.37 -0.10
C 3.372 2.217 2.277 -0.23 0.04 -0.18 -0.25
C 3.458 3.612 2.323 -1.23 -0.20 0.21 -0.02
Cl 4.889 4.333 2.943 0.06 0.19 -0.18 0.05
C 2.337 4.389 1.959 0.51 -0.87 -0.23 -0.24
C 1.137 3.749 1.565 0.35 0.08 0.47 -0.16
C -0.268 0.512 -0.529 -0.32 -0.07 -0.13 0.05
C -0.290 -0.480 -1.523 0.37 -0.58 0.43 0.08
C 0.295 -1.757 -1.256 -1.13 -0.14 -0.06 0.28
H -1.042 1.083 -4.876 -0.44 -0.06 0.05 0.23
H -2.666 0.308 -4.978 0.18 0.30 0.11 0.25
H -2.524 2.003 -4.512 -0.06 -0.03 0.11 0.26
H -1.377 -1.187 -4.628 0.10 0.11 0.13 0.24
H 0.351 -1.018 -4.340 -0.08 -0.03 0.09 0.21
H -1.631 -3.018 -3.183 0.23 0.11 0.07 0.20
H -0.144 -3.325 -4.096 -0.21 0.21 -0.10 0.22
H -0.410 -4.649 -1.456 0.22 0.28 -0.13 0.20
H 0.784 -4.616 -2.778 0.00 -0.08 0.44 0.22
H 1.590 -5.228 -0.487 0.03 0.36 0.04 0.24
H 2.562 -4.061 -1.362 -0.14 0.16 0.13 0.20
H 3.522 -4.774 0.558 -0.40 -0.13 0.43 0.23
H 3.363 -5.066 2.310 -0.26 0.21 -0.09 0.26
H 2.229 -5.854 1.210 0.36 0.47 0.13 0.24
H 1.050 -1.186 2.015 -0.38 0.06 -0.40 0.26
H -0.300 0.802 2.835 0.30 1.21 -1.16 0.24
H -2.707 0.674 1.453 -0.28 0.02 0.03 0.22
H -4.930 1.728 1.801 0.03 0.02 -0.06 0.24
H -3.030 5.446 2.792 0.29 -0.64 -0.10 0.24
H -0.838 4.368 2.703 -0.41 -0.59 -0.25 0.24
H 2.054 0.549 1.981 0.38 0.34 0.52 0.20
H 4.236 1.589 2.464 0.00 0.20 0.00 0.24
H 2.437 5.475 2.011 -0.17 -0.34 -0.41 0.24
H 0.400 4.373 1.040 0.08 -0.46 0.73 0.24
H -0.629 1.534 -0.767 0.11 -0.92 0.46 0.25

=====

23
Properties=species:S:1:pos:R:3:forces:R:3:nbo_charge:R:1 method="wB97M-V/def2-TZVPD" largest_force_ev_per_a=4.09 lumo_ev=1.0 total_energy_ev=-9997.659
C -0.009 -0.146 0.647 1.48 1.43 -3.51 -0.09
C 0.380 0.413 -1.300 0.80 0.50 1.74 -0.17
C -0.927 -0.918 -0.073 -1.76 -1.09 3.52 -0.09
C 1.184 -0.738 1.326 -0.05 -0.02 -0.04 -0.65
C 1.828 0.064 -1.563 0.01 0.08 -0.10 -0.64
C 0.083 1.897 -1.245 -0.01 0.03 -0.12 -0.64
N -2.698 -0.469 1.886 0.25 -0.35 -0.18 -0.57
O -1.647 -1.409 1.646 -0.51 -0.15 -1.35 -0.60
H -0.391 0.778 1.069 -0.09 -0.08 -0.11 0.22
H -2.618 -0.215 2.871 0.04 -0.05 -0.17 0.33
H -3.565 -1.003 1.811 0.08 0.11 0.07 0.33
H -0.241 -0.046 -2.071 -0.21 -0.28 0.40 0.20
H -0.614 -1.877 -0.469 -0.09 0.07 -0.04 0.21
H -1.837 -0.452 -0.434 0.17 -0.07 -0.11 0.23
H 2.006 -0.021 1.394 -0.04 -0.04 -0.04 0.21
H 0.891 -1.008 2.343 0.00 -0.01 -0.09 0.25
H 1.536 -1.640 0.824 0.00 0.04 0.01 0.21
H -0.959 2.081 -0.967 0.07 0.00 0.02 0.22
H 2.135 0.428 -2.552 -0.05 -0.01 0.05 0.21
H 2.499 0.522 -0.833 -0.06 -0.05 -0.02 0.21
H 1.994 -1.016 -1.559 0.01 0.04 0.05 0.21
H 0.244 2.365 -2.224 -0.01 -0.02 0.03 0.21
H 0.726 2.411 -0.526 -0.04 -0.06 -0.03 0.21

=====

23
Properties=species:S:1:pos:R:3:forces:R:3:nbo_charge:R:1 method="wB97M-V/def2-TZVPD" total_charge=-1 largest_force_ev_per_a=1.08 lumo_ev=3.4 total_energy_ev=-10559.603
C -0.331 -2.746 0.543 -0.10 -0.11 -0.10 0.01
O -0.780 -3.743 -0.228 0.30 -0.03 0.23 -0.95
C 0.299 -1.562 -0.238 0.64 0.14 -0.49 -0.43
C 0.112 -0.202 0.410 -0.37 0.03 0.56 -0.41
C -1.255 0.434 0.190 -0.18 0.57 -0.37 -0.40
C -1.319 1.334 -1.048 0.20 -0.29 -0.31 -0.39
C -0.615 2.679 -0.888 0.42 -0.60 -0.10 -0.61
H 0.487 -2.997 1.300 -0.13 -0.24 -0.09 0.04
H -1.123 -2.311 1.221 -0.02 0.20 -0.12 0.05
H -0.033 -1.576 -1.282 -0.69 0.08 0.12 0.19
H 1.379 -1.726 -0.409 -0.04 -0.16 0.44 0.16
H 0.277 -0.248 1.483 0.01 -0.51 0.41 0.19
H 0.897 0.463 0.125 0.52 0.76 -0.56 0.19
H -1.992 -0.344 0.093 -0.32 -0.56 -0.13 0.22
H -1.613 1.030 1.038 0.31 0.02 0.17 0.18
H -2.348 1.465 -1.376 -0.27 0.21 0.16 0.18
H -0.851 0.808 -1.889 0.07 -0.05 0.08 0.19
H -0.961 3.236 -0.022 -0.32 0.23 -0.02 0.19
H 0.449 2.499 -0.712 0.03 0.06 -0.02 0.20
H -0.690 3.255 -1.811 -0.10 0.26 0.13 0.19
H 3.494 0.119 0.398 -0.10 -0.14 -0.18 0.47
H 3.202 -0.327 1.828 -0.10 0.32 -0.33 0.47
O 3.315 0.462 1.274 0.21 -0.19 0.52 -0.94

=====

51
Properties=species:S:1:pos:R:3:forces:R:3:nbo_charge:R:1 method="wB97M-V/def2-TZVPD" largest_force_ev_per_a=2.39 lumo_ev="0.4 / 0.4" total_energy_ev=-46115.886
Pb -1.425 -2.001 0.417 0.69 0.93 -0.67 0.93
P 3.360 -0.199 -0.467 -0.09 0.28 0.24 1.26
P -3.291 0.853 2.308 0.71 -0.19 -0.88 1.66
N -1.374 -0.268 -0.846 -0.18 -0.70 1.96 -1.17
H 3.262 -0.361 1.003 -0.69 -0.14 -0.85 0.09
C 3.181 -1.822 -1.223 0.07 -0.31 -0.09 -0.96
H 4.023 -1.974 -1.913 -0.27 -0.03 0.12 0.24
H 2.229 -1.887 -1.767 0.21 0.05 0.21 0.28
H 3.202 -2.600 -0.451 -0.09 0.22 -0.23 0.27
C 4.963 0.484 -0.870 0.59 0.25 -0.64 -0.98
H 5.448 -0.171 -1.605 0.12 0.36 0.12 0.25
H 5.574 0.536 0.040 -0.13 -0.01 -0.34 0.25
H 4.841 1.493 -1.284 0.19 -0.23 0.04 0.25
C 2.043 0.878 -1.055 0.06 0.25 -0.04 -0.98
H 2.214 1.900 -0.690 -0.02 -0.26 -0.10 0.24
H 1.061 0.522 -0.708 0.08 -0.15 -0.03 0.34
H 2.048 0.885 -2.155 -0.02 -0.03 0.26 0.27
C -4.639 -0.303 2.236 -0.74 -0.32 0.12 -1.00
H -5.590 0.245 2.335 0.04 -0.19 0.00 0.24
H -4.573 -1.032 3.060 0.03 0.24 -0.37 0.26
H -4.652 -0.847 1.276 0.13 0.29 0.44 0.28
C -3.125 1.730 3.838 -0.12 0.25 0.69 -1.00
H -4.020 2.341 4.023 0.21 -0.07 0.10 0.24
H -2.247 2.393 3.794 -0.28 -0.29 -0.02 0.27
H -2.995 1.026 4.675 0.00 0.25 -0.24 0.26
C -3.062 1.827 0.851 -0.37 0.55 -0.15 -1.04
H -4.043 2.126 0.451 0.25 -0.02 0.01 0.25
H -2.502 1.263 0.077 0.23 -0.27 -0.05 0.34
H -2.499 2.736 1.111 -0.15 -0.27 -0.03 0.25
C -1.385 -0.240 -2.170 0.01 0.09 -0.47 0.16
C -1.673 -1.227 -4.391 0.13 0.35 0.04 -0.19
C -1.655 -1.372 -3.013 0.10 0.49 -0.31 -0.33
C -1.100 1.019 -2.807 -0.09 -0.37 -0.45 -0.28
C -1.119 1.141 -4.188 -0.10 -0.54 0.09 -0.22
C -1.407 0.020 -4.988 -0.01 0.01 -0.26 -0.34
H -1.898 -2.094 -5.019 0.08 0.26 0.12 0.20
H -1.857 -2.337 -2.530 0.05 0.34 -0.26 0.19
H -0.873 1.868 -2.156 -0.10 -0.22 -0.18 0.19
H -0.912 2.109 -4.647 -0.05 -0.23 0.02 0.19
H -1.422 0.118 -6.075 -0.01 -0.04 0.30 0.20
C 1.874 -0.921 1.678 -1.79 -0.75 1.39 0.23
O 0.880 -1.351 0.934 0.69 0.06 -0.41 -0.85
C 2.605 -2.001 2.440 0.22 0.22 0.14 -0.67
H 1.912 -2.490 3.137 0.05 -0.06 -0.03 0.22
H 3.436 -1.585 3.020 0.02 -0.14 -0.01 0.19
H 2.989 -2.760 1.750 -0.05 -0.01 0.16 0.20
C 1.601 0.371 2.416 0.31 0.04 0.04 -0.68
H 0.792 0.211 3.144 0.03 0.06 -0.05 0.22
H 1.275 1.149 1.716 -0.02 -0.09 0.12 0.21
H 2.492 0.719 2.954 -0.14 0.05 0.00 0.19
F -1.961 -0.118 2.337 0.20 0.05 0.41 -0.60

=====

18
Properties=species:S:1:pos:R:3:forces:R:3:nbo_charge:R:1 method="wB97M-V/def2-TZVPD" largest_force_ev_per_a=1.51 lumo_ev=0.8 total_energy_ev=-10373.868
N -1.312 -0.040 -2.474 -0.98 -0.05 0.11 -0.84
C -1.087 0.538 -1.201 0.70 0.38 -0.91 -0.09
C 0.094 0.472 -0.581 -0.06 -0.83 0.16 0.09
N 1.180 -0.266 -1.129 0.42 0.45 -0.20 -0.83
C 0.266 0.857 0.861 -0.37 0.37 -0.29 -0.42
C -0.134 -0.209 1.908 -0.23 1.18 -0.64 -0.51
C 0.730 -1.415 1.948 0.66 -0.77 1.13 0.42
O 0.780 -2.133 2.923 -0.09 0.15 -0.25 -0.53
H -0.611 -0.007 -3.190 0.56 0.17 0.09 0.36
H -2.181 0.260 -2.890 0.01 -0.03 0.09 0.37
H -1.903 1.141 -0.832 -0.07 -0.26 0.38 0.20
H 1.089 -0.459 -2.125 -0.01 0.02 0.38 0.36
H 2.063 0.234 -0.983 -0.41 -0.36 -0.04 0.37
H 1.291 1.183 1.069 0.05 -0.13 -0.11 0.20
H -0.335 1.760 1.009 -0.08 -0.15 0.24 0.22
H -0.138 0.354 2.843 0.08 -0.65 0.40 0.23
H -1.149 -0.595 1.759 -0.04 0.28 -0.19 0.24
H 1.358 -1.675 1.084 -0.14 0.23 -0.34 0.13

=====

35
Properties=species:S:1:pos:R:3:forces:R:3:nbo_charge:R:1 method="wB97M-V/def2-TZVPD" smiles=Cc1c[nH]c2ccccc12.Cc1ccc(O)cc1 largest_force_ev_per_a=2.66 lumo_ev=0.9 total_energy_ev=-20404.447
C 0.484 4.647 -1.334 -0.78 -1.07 -1.42 -0.64
C 0.907 4.146 -0.004 0.48 -0.89 0.24 -0.08
C 1.952 4.546 0.762 0.15 -0.24 0.95 -0.02
N 2.199 3.625 1.798 -0.30 -0.02 -0.83 -0.55
C 1.321 2.562 1.632 0.71 -0.31 0.08 0.13
C 1.329 1.318 2.278 -0.25 0.62 1.16 -0.23
C 0.354 0.383 1.982 0.26 1.26 -1.76 -0.22
C -0.399 0.663 0.792 -0.42 -0.92 0.59 -0.23
C -0.349 1.845 0.089 0.01 -0.23 0.47 -0.20
C 0.529 2.832 0.534 -0.50 0.96 -0.69 -0.10
H 0.096 3.792 -1.921 0.43 -0.12 0.25 0.21
H 1.299 5.005 -1.963 -0.02 0.44 0.31 0.22
H -0.409 5.266 -1.434 0.31 0.71 0.66 0.22
H 2.668 5.343 0.646 -0.30 0.32 -0.05 0.21
H 2.567 3.880 2.695 0.27 0.06 -0.01 0.40
H 2.066 1.216 3.069 -0.22 -0.35 0.15 0.21
H 0.194 -0.513 2.558 0.16 -0.21 -0.17 0.23
H -1.034 -0.118 0.388 -0.16 0.03 0.27 0.21
H -1.030 2.000 -0.737 0.19 -0.02 -0.22 0.21
C 0.337 -3.760 -2.727 0.16 -1.15 -1.44 -0.64
C -0.612 -3.692 -1.566 0.75 0.87 0.33 -0.05
C -1.732 -2.857 -1.593 0.09 -0.20 0.33 -0.19
C -2.285 -2.428 -0.397 -0.09 -0.90 0.12 -0.29
C -1.680 -2.832 0.781 -0.59 1.73 1.94 0.30
O -1.989 -2.159 1.966 1.27 -1.42 0.07 -0.69
C -0.677 -3.755 0.869 1.33 -1.07 -1.49 -0.27
C -0.159 -4.219 -0.342 -1.36 0.22 -0.67 -0.17
H 0.200 -3.039 -3.536 -0.37 0.33 0.45 0.22
H 0.265 -4.706 -3.271 -0.07 -0.29 0.09 0.21
H 1.395 -3.701 -2.461 -0.22 0.16 0.41 0.22
H -2.161 -2.546 -2.535 0.13 0.16 -0.11 0.22
H -3.209 -1.873 -0.278 0.14 0.33 -0.47 0.21
H -2.801 -1.693 1.938 -1.19 0.64 -0.39 0.48
H -0.123 -4.097 1.731 -0.71 0.28 0.55 0.23
H 0.485 -5.081 -0.407 0.74 0.28 0.31 0.21

=====

26
Properties=species:S:1:pos:R:3:forces:R:3:nbo_charge:R:1 method="wB97M-V/def2-TZVPD" smiles="CC(C)=[N+](C)[C@@H]1CCCO1" total_charge=+1 largest_force_ev_per_a=4.32 lumo_ev=-3.5 total_energy_ev=-12085.041
C 1.452 2.420 -1.123 -0.47 -0.82 1.56 -0.67
C 0.683 1.646 0.010 3.28 0.17 -1.68 0.49
C 0.379 2.365 1.231 -2.43 2.13 0.76 -0.74
N 0.338 0.436 -0.200 -0.65 -0.69 -0.74 -0.28
C 0.369 -0.193 -1.553 0.28 0.79 2.83 -0.40
C -0.513 -0.348 0.770 2.14 -0.06 1.55 0.26
C 0.136 -1.716 1.191 -0.47 1.00 1.09 -0.44
C -0.698 -2.727 0.350 0.88 -1.90 1.33 -0.47
C -1.854 -1.922 -0.256 -1.71 -0.66 3.91 -0.09
O -1.713 -0.573 0.258 -1.51 -0.35 -1.36 -0.50
H 0.662 3.053 -1.445 -0.49 1.09 -0.75 0.25
H 2.305 3.031 -0.796 -0.53 -0.21 0.46 0.27
H 1.798 1.830 -1.953 -0.02 -0.36 -0.07 0.24
H 0.744 2.150 2.239 0.03 -0.86 -0.45 0.29
H -0.756 2.350 1.203 0.96 -0.03 0.72 0.27
H 0.562 3.444 1.141 0.38 -0.31 -0.41 0.27
H 0.371 0.574 -2.246 -0.38 0.76 -1.71 0.23
H 1.174 -0.835 -1.589 2.34 -0.99 -0.42 0.22
H -0.425 -0.850 -1.485 -1.87 -0.61 -1.03 0.23
H -0.595 0.336 1.588 -0.18 0.07 0.70 0.20
H 0.098 -1.797 2.358 -0.30 -0.12 -2.27 0.25
H 1.195 -1.692 0.945 0.07 -0.26 -0.06 0.23
H -0.077 -3.120 -0.458 0.06 0.15 -0.02 0.22
H -0.889 -3.698 0.983 -0.37 2.10 -1.19 0.26
H -1.872 -1.974 -1.286 -0.02 0.19 -2.27 0.19
H -2.875 -2.190 0.124 0.98 -0.21 -0.46 0.22